[1]
{"formula": "C4H8O3", "method": "wB97M-V/def2-TZVPD", "species": ["O", "C", "C", "O", "C", "O", "C", "H", "H", "H", "H", "H", "H", "H", "H"], "positions_angstrom": [[-2.11566, -0.01246, -0.62767], [-1.06771, 0.19980, 0.28548], [-0.12455, 1.37774, -0.18368], [1.26151, 1.03047, 0.17491], [1.70683, -0.17632, -0.42540], [0.82140, -1.18913, -0.54204], [-0.10849, -1.06278, 0.52202], [-2.64215, -0.83024, -0.42285], [-1.37435, 0.41304, 1.38938], [-0.23274, 1.45933, -1.29692], [-0.27062, 2.30952, 0.37123], [2.12911, 0.05054, -1.43304], [2.40888, -0.50871, 0.31520], [0.33395, -1.05813, 1.52045], [-0.72541, -2.00267, 0.35294]], "forces_ev_per_angstrom": [[-0.360, -0.682, 0.323], [1.709, -0.477, 2.618], [0.646, -1.328, -0.256], [-1.971, 0.016, -0.562], [1.994, 1.580, -0.276], [-1.808, -0.177, 0.063], [-2.526, -1.060, -1.779], [0.985, 1.212, -0.025], [-0.286, -0.041, -1.836], [0.079, 0.275, 0.879], [-0.355, -0.192, -0.508], [-0.089, -0.313, 0.637], [1.351, 0.021, 0.053], [0.196, 0.085, -0.114], [0.434, 1.083, 0.784]], "lowdin_charge": [-0.0345, -0.3280, -0.0853, -0.1299, -0.2927, -0.0876, -0.1309, 0.1218, 0.1596, 0.1386, 0.1235, 0.1499, 0.1255, 0.1246, 0.1452], "spin_multiplicity": 1, "homo_energy_ev": -9.590}

[2]
{"formula": "C4H8O3", "method": "wB97M-V/def2-TZVPD", "species": ["C", "O", "C", "O", "C", "C", "O", "H", "H", "H", "H", "H", "H", "H", "H"], "positions_angstrom": [[2.49643, -0.05495, 0.72301], [1.16706, 0.47231, 0.64430], [0.27919, -0.34595, 0.08224], [0.56452, -1.39958, -0.44640], [-1.16588, 0.11057, 0.21830], [-1.67683, 0.81567, -1.03416], [-1.92578, -1.04151, 0.49736], [2.49246, -0.95988, 1.33607], [3.09527, 0.72197, 1.19535], [2.88360, -0.30126, -0.26738], [-1.24567, 0.78194, 1.07820], [-1.16705, 1.76835, -1.20629], [-2.74466, 1.00790, -0.90287], [-1.55427, 0.18121, -1.91754], [-1.49838, -1.75680, -0.00018]], "forces_ev_per_angstrom": [[0.272, -0.057, 0.016], [-0.156, -0.033, -0.052], [0.019, -0.372, -0.153], [-0.040, 0.434, 0.238], [0.041, 0.248, 0.025], [-0.006, 0.054, -0.102], [-0.067, -0.214, -0.083], [0.028, 0.117, -0.089], [-0.061, -0.087, -0.080], [-0.066, 0.078, 0.100], [0.028, -0.103, -0.069], [-0.009, -0.110, 0.036], [0.134, 0.009, -0.005], [0.044, 0.038, 0.131], [-0.161, -0.001, 0.087]], "lowdin_charge": [-0.0374, -0.0147, -0.4581, 0.1102, -0.3556, -0.0263, -0.0150, 0.1006, 0.0939, 0.0964, 0.1512, 0.0865, 0.0853, 0.0897, 0.0931], "spin_multiplicity": 1, "homo_energy_ev": -10.471}

[3]
{"formula": "C4H8O3", "method": "wB97M-V/def2-TZVPD", "species": ["C", "O", "C", "O", "C", "C", "O", "H", "H", "H", "H", "H", "H", "H", "H"], "positions_angstrom": [[0.86170, 0.67742, 2.11078], [-0.15061, 0.32676, 1.17336], [-0.26871, 1.08206, 0.08619], [0.33264, 2.10921, -0.11109], [-1.13411, 0.42253, -0.97062], [-0.42275, -0.88789, -1.36904], [-1.30575, 1.29971, -2.05001], [1.03312, -0.21433, 2.71161], [0.53813, 1.50566, 2.74343], [1.77504, 0.96334, 1.58308], [-2.12326, 0.19302, -0.55609], [-0.35862, -1.54068, -0.50468], [-1.00561, -1.37614, -2.14797], [0.57025, -0.67889, -1.75681], [-0.61041, 1.97668, -1.98194]], "forces_ev_per_angstrom": [[0.339, 0.191, 0.134], [-0.282, -0.196, 0.047], [0.156, 0.046, -0.253], [-0.018, -0.012, 0.142], [0.168, -0.229, 0.090], [-0.588, 0.302, -0.105], [0.157, 0.107, -0.118], [-0.039, 0.113, -0.028], [0.001, -0.055, -0.073], [-0.107, -0.019, 0.112], [0.165, 0.005, 0.023], [0.068, -0.129, 0.026], [0.032, -0.026, -0.028], [0.136, 0.041, -0.014], [-0.187, -0.137, 0.045]], "lowdin_charge": [-0.0341, -0.0313, -0.4732, 0.1222, -0.3447, -0.0180, -0.0144, 0.0947, 0.0982, 0.0981, 0.1570, 0.0783, 0.0835, 0.0902, 0.0933], "spin_multiplicity": 1, "homo_energy_ev": -10.469}

[4]
{"formula": "C4H8O3", "method": "wB97M-V/def2-TZVPD", "species": ["C", "C", "C", "O", "C", "O", "H", "H", "H", "H", "H", "H", "H", "H", "O"], "positions_angstrom": [[2.20442, -0.31421, 1.39146], [-1.99758, 1.15632, -0.63347], [-2.22017, -0.11787, -0.06792], [-2.62493, -1.14759, -0.66862], [2.08830, 0.51622, 0.27275], [1.09000, 1.14670, -0.11810], [1.37529, -0.46835, 2.06220], [3.17546, -0.80567, 1.58734], [-2.52310, 1.35205, -1.56179], [-1.24812, 1.79037, -0.23763], [-1.91242, -0.23507, 0.98451], [3.03795, 0.61027, -0.33913], [-0.91897, -1.48840, -1.01842], [0.35507, -0.54014, -0.64121], [0.11880, -1.45463, -1.01197]], "forces_ev_per_angstrom": [[0.346, -0.061, -0.085], [-0.425, -0.841, -1.135], [-0.220, -1.775, 0.665], [0.073, 2.076, 0.463], [1.945, -0.121, -0.779], [-1.031, 0.429, 0.474], [-0.135, -0.130, 0.055], [-0.790, 0.360, -0.091], [0.256, 0.282, -0.051], [0.303, 0.720, 0.485], [0.008, 0.030, -0.059], [-0.805, -0.148, 0.424], [3.130, -0.123, -0.113], [-0.876, -1.979, -1.018], [-1.779, 1.280, 0.766]], "lowdin_charge": [0.1450, 0.2023, -0.3384, 0.0001, -0.3864, -0.0393, 0.0671, 0.0772, 0.0890, 0.0447, 0.1265, 0.1274, 0.0354, -0.0092, -0.1413], "spin_multiplicity": 1, "homo_energy_ev": -8.045}

[5]
{"formula": "C4H8O3", "method": "wB97M-V/def2-TZVPD", "species": ["C", "C", "C", "O", "C", "O", "H", "H", "H", "H", "H", "H", "O", "H", "H"], "positions_angstrom": [[1.44228, -1.07712, 0.34996], [-0.04355, -0.56564, 0.23798], [0.31820, 0.74087, 0.85426], [0.67396, 1.72280, 0.23485], [-0.51575, -0.51296, -1.20594], [-1.34240, -1.25527, -1.68028], [2.13378, -0.34893, 0.81160], [1.49710, -1.97217, 0.95998], [1.83526, -1.22220, -0.65545], [-0.78307, -1.13355, 0.82004], [0.43097, 0.66272, 1.95381], [-0.00130, 0.24141, -1.83537], [-2.01310, 1.42156, 0.05535], [-1.18952, 1.90763, -0.09579], [-2.44287, 1.39085, -0.80503]], "forces_ev_per_angstrom": [[0.118, -0.477, -0.138], [0.305, -0.043, 0.011], [0.094, 0.464, -0.069], [-0.241, -0.094, 0.407], [0.077, -0.201, -0.060], [0.419, 0.349, 0.430], [-0.426, -0.253, -0.107], [0.055, -0.263, -0.256], [0.065, -0.324, 0.046], [0.516, 0.122, -0.039], [-0.148, 0.306, -0.020], [-0.064, -0.041, 0.060], [-0.259, 0.253, -0.220], [-0.319, 0.213, -0.103], [-0.193, -0.011, 0.056]], "lowdin_charge": [-0.0223, -0.2613, -0.3092, 0.0280, -0.2525, 0.0650, 0.0900, 0.0857, 0.0927, 0.1559, 0.1497, 0.1406, -0.0415, 0.0192, 0.0600], "spin_multiplicity": 1, "homo_energy_ev": -9.883}

[6]
{"formula": "C4H8O3Pb", "method": "wB97M-V/def2-TZVPD", "species": ["H", "C", "H", "H", "C", "H", "H", "O", "C", "O", "Pb", "O", "C", "H", "H", "H"], "positions_angstrom": [[-2.29607, -0.15181, 1.97484], [-1.66886, 1.64173, 0.99141], [-1.27409, 2.14553, 1.88539], [-1.77425, 2.30880, 0.12246], [-2.43171, 0.49016, 1.09932], [-2.87854, 0.07126, 0.19531], [-2.99478, 1.60383, 1.38820], [0.85215, 0.96934, 0.28926], [1.39314, -0.09086, -0.24250], [1.90046, -0.91360, 0.52632], [2.49738, -1.47622, 2.40114], [1.27385, -0.20075, -1.50436], [1.76955, -1.40045, -2.15925], [2.83336, -1.51847, -1.93148], [1.18544, -2.25859, -1.81302], [1.61297, -1.21991, -3.22303]], "forces_ev_per_angstrom": [[-0.663, 0.387, -0.044], [-1.680, 1.576, 0.535], [0.454, -0.497, -0.286], [0.376, -0.477, -0.034], [1.178, -0.303, -0.449], [-0.313, 0.163, 0.316], [-0.136, -0.482, -0.003], [0.198, 0.218, 0.101], [-1.233, 0.939, -3.270], [0.282, -0.590, -0.296], [1.254, -1.045, 2.502], [-0.153, 0.967, 1.720], [0.547, -1.104, -0.738], [-0.224, 0.069, -0.146], [0.073, 0.205, -0.123], [0.040, -0.027, 0.216]], "mulliken_spin": [0.0001, -0.0006, 0.0003, 0.0022, -0.0001, -0.0001, -0.0004, 0.9394, -0.0202, 0.0663, -0.0032, 0.0077, 0.0064, 0.0001, -0.0005, 0.0027], "s2": 0.75, "total_charge": 3, "spin_multiplicity": 2, "homo_energy_ev": [-23.751, -23.671]}

[7]
{"formula": "C4H8O3S", "method": "wB97M-V/def2-TZVPD", "species": ["C", "C", "C", "C", "O", "O", "O", "S", "H", "H", "H", "H", "H", "H", "H", "H"], "positions_angstrom": [[1.37903, -0.50934, -0.91704], [0.92522, 0.75403, -1.59720], [0.25642, 0.28208, -0.42183], [-1.06861, -0.94263, 1.54980], [-1.76103, -1.02906, -1.13053], [-2.07579, 1.01729, 0.14164], [0.69089, 1.20820, 1.38728], [-1.35271, -0.18924, -0.01715], [1.18583, -1.38281, -1.35039], [2.32808, -0.45874, -0.38940], [1.45957, 1.78635, -1.62467], [0.41024, 0.66614, -2.59092], [-0.30433, -0.37612, 2.06462], [-1.92336, -0.84109, 2.32572], [-0.67728, -2.02833, 1.46626], [0.52783, 2.04326, 1.10379]], "forces_ev_per_angstrom": [[1.898, 3.539, 1.826], [0.246, 2.552, -2.646], [1.290, 1.169, 4.252], [-0.596, -2.319, 1.960], [0.479, -0.387, 1.217], [-0.952, 0.990, 0.730], [0.513, -5.558, -2.339], [-0.471, -0.043, -1.335], [-0.950, -3.459, -1.805], [-0.291, 0.035, 0.175], [-0.559, -2.202, 0.628], [0.126, -0.156, 1.202], [0.323, 0.312, -0.459], [0.818, -0.415, -1.969], [-0.995, 1.719, -0.094], [-0.881, 4.224, -1.342]], "lowdin_charge": [-0.0646, -0.0892, -0.2947, -0.1591, -0.2950, -0.2849, -0.1193, 0.6058, 0.0721, 0.1310, 0.1610, 0.1379, 0.0290, 0.1138, 0.1075, -0.0513], "spin_multiplicity": 1, "homo_energy_ev": [-10.603, -10.602]}

[8]
{"formula": "C4H8O3S", "method": "wB97M-V/def2-TZVPD", "species": ["C", "C", "C", "C", "O", "O", "O", "S", "H", "H", "H", "H", "H", "H", "H", "H"], "positions_angstrom": [[-0.08417, -1.13662, 0.93144], [-0.08355, -0.85381, -0.60908], [-0.18060, 0.32615, 0.37124], [2.36782, 1.07560, 0.16789], [-2.76595, -0.99046, 0.14032], [-2.63972, 1.29049, -0.91661], [0.85686, 1.27358, 0.50204], [-2.50524, 0.38677, 0.50755], [-0.96625, -1.50862, 1.28548], [0.71904, -1.49139, 1.49297], [0.87393, -0.86712, -1.08248], [-0.99038, -1.16633, -1.25320], [2.50289, 0.04261, -0.06820], [2.50093, 1.66017, -0.73770], [2.97104, 1.23043, 0.98335], [-2.57664, 0.72855, -1.71500]], "forces_ev_per_angstrom": [[0.574, 2.926, -2.753], [-1.333, 0.601, 0.920], [0.140, -3.281, 0.092], [-4.485, -1.243, -2.067], [-0.508, -0.209, 0.230], [-0.386, -0.450, 0.967], [0.149, 0.282, 0.342], [2.673, 1.892, -2.282], [-2.122, -1.020, 0.759], [1.730, -0.296, 0.324], [0.348, -0.248, -0.452], [1.708, 0.357, 1.270], [0.068, -0.793, -0.406], [0.383, 0.251, 0.378], [0.958, 1.238, 2.025], [0.102, -0.006, 0.653]], "lowdin_charge": [-0.1036, -0.1156, -0.3473, 0.0369, -0.5005, -0.3554, -0.1670, 1.0073, 0.0219, 0.0779, 0.0704, 0.1103, 0.0591, 0.0919, 0.0519, 0.0619], "spin_multiplicity": 1, "homo_energy_ev": -8.553}

Energy above the lowest of the compared OMol25 structures with the same formula, charge and spin per entry: 60.5, 18.7, 18.0, 178.7, 50.6, 4.3, 127.1, 125.2 kcal/mol
Energy per entry: -10418.3817, -10420.1945, -10420.2244, -10413.2541, -10418.8099, -15630.8904, -21250.2077, -21250.2909 eV